Record 1
ORCA calculation (ωB97M-V with the def2-TZVPD basis set) on a cluster of 2 separate species, ClFH2 in total.

Element x y z (Å)
Cl1 1.56847 -0.97953 0.09550
H1 0.46071 -0.71641 -0.50009
F1 -0.60677 0.91932 0.41365
H2 -1.42241 0.77661 -0.00905

Summary:
spin multiplicity = 1
energy above the lowest of the compared OMol25 structures with the same formula, charge and spin = 0.187 eV
SMILES = Cl.F
HOMO level = -11.39 eV
Kohn-Sham gap = 11.939 eV
DFT total energy = -15272.398 eV

---

Record 2
ORCA calculation (ωB97M-V with the def2-TZVPD basis set) on a structure of composition C36H57BFN7OZn in a non-equilibrium geometry.

Element x y z (Å)
Zn1 9.15254 12.05310 11.70243
C1 17.78089 11.90860 8.47778
C2 16.94486 12.44734 9.56943
C3 17.20971 12.49187 10.92926
C4 16.01846 13.01802 11.47341
N1 15.06674 13.14876 10.54590
N2 15.64571 12.79182 9.32926
B1 14.69975 12.58416 8.19424
N3 13.83783 13.91421 7.97997
N4 13.50508 14.73514 9.03018
C5 12.78647 15.73569 8.54280
C6 12.61013 15.56802 7.14994
C7 13.38405 14.47111 6.82947
C8 13.68186 14.14756 5.43180
C9 12.39677 16.96543 9.35365
C10 12.23458 16.51353 10.83601
C11 13.49684 17.98089 9.22302
C12 11.09202 17.43676 8.73819
N5 13.87072 11.27414 8.30692
N6 13.81139 10.62297 9.53872
C13 12.95502 9.58538 9.35533
C14 12.45864 9.53791 8.03828
C15 13.15432 10.56972 7.38007
C16 12.98969 10.87014 5.92035
C17 12.72944 8.49747 10.42535
C18 13.43907 8.94315 11.71367
C19 11.20055 8.42896 10.55725
C20 13.28209 7.20801 9.92521
C21 15.66058 13.33636 12.90746
C22 14.29538 13.99746 12.99119
C23 15.61539 12.04671 13.75272
C24 16.82151 14.19919 13.40532
H1 18.60632 12.60312 8.23429
H2 17.15818 11.82661 7.58472
H3 18.23949 10.95110 8.74624
H4 18.12624 12.13342 11.33190
H5 15.38118 12.52322 7.10396
H6 12.00923 16.14094 6.43368
H7 13.99982 15.06051 4.88078
H8 12.76287 13.79043 4.89976
H9 14.43442 13.34252 5.31557
H10 13.14719 16.46031 11.43674
H11 11.82627 15.50312 10.86054
H12 11.54296 17.13681 11.36802
H13 14.45475 17.52067 9.36971
H14 13.36069 18.82828 9.89683
H15 13.48067 18.45026 8.23248
H16 10.37281 16.58866 8.61218
H17 11.15984 17.84916 7.70366
H18 10.67223 18.25824 9.35242
H19 11.75690 8.83614 7.58139
H20 12.80345 9.93881 5.36657
H21 13.93061 11.30865 5.51649
H22 12.14578 11.59512 5.78646
H23 12.99389 9.84481 12.08885
H24 14.50012 9.27801 11.56023
H25 13.37083 8.13943 12.45380
H26 10.69108 9.40183 10.73171
H27 10.85240 7.72597 11.32535
H28 10.77679 8.08456 9.61032
H29 14.34386 7.23258 9.66160
H30 12.72383 6.85228 9.06644
H31 13.20697 6.40431 10.73410
H32 13.52588 13.38031 12.54351
H33 14.26067 14.88441 12.35430
H34 14.07587 14.24364 14.04655
H35 14.93736 11.31424 13.26189
H36 15.23209 12.25249 14.79987
H37 16.60161 11.57098 13.81585
H38 16.99903 15.11018 12.78420
H39 17.77091 13.63868 13.35783
H40 16.57395 14.52139 14.43551
C25 9.62670 13.79647 14.45381
C26 8.81615 14.34273 13.34309
N7 8.63513 15.72479 13.29382
O1 8.20349 13.64946 12.40708
H41 9.94100 14.60020 15.08427
H42 10.46126 13.16844 14.09137
H43 9.00827 13.05814 14.97096
H44 8.42364 16.03639 14.23824
H45 8.02191 15.93095 12.49755
F1 10.93946 12.02151 12.34246
C27 6.15564 11.20954 10.33144
C28 7.31630 11.07573 9.28994
C29 7.24951 12.31090 8.35136
C30 8.65026 11.00751 10.06839
C31 7.32358 9.73285 8.63125
C32 8.35519 9.27449 7.78000
C33 8.23569 8.09303 7.06702
C34 7.19386 7.19389 7.30514
C35 6.17603 7.60172 8.16312
C36 6.32193 8.79368 8.88031
H46 6.01660 12.23814 10.69871
H47 6.27162 10.61309 11.21829
H48 5.17890 10.96568 9.90848
H49 7.03879 13.19324 8.97806
H50 6.36286 12.17955 7.72672
H51 8.14421 12.41472 7.75852
H52 9.58839 11.23847 9.43540
H53 9.24737 9.90269 7.73340
H54 8.97018 7.83220 6.30795
H55 7.13244 6.26477 6.78065
H56 5.27503 7.06285 8.33304
H57 5.64606 8.96150 9.71454

Summary:
spin multiplicity = 1
energy above the lowest of the compared OMol25 structures with the same formula, charge and spin = 0.000 eV
HOMO level (alpha / beta) = 0.72 / 0.72 eV
charge = -2
Kohn-Sham gap (alpha / beta) = 2.989 / 2.986 eV
DFT total energy = -102546.521 eV

---

Record 3
ORCA calculation (ωB97M-V with the def2-TZVPD basis set) on a structure of composition C25H25FeN10O6S2 in a non-equilibrium geometry.

Element x y z (Å)
Fe1 -0.36849 -0.27379 0.03530
C1 -3.84550 -2.34817 4.15579
C2 -2.33691 -2.35167 4.37407
N1 -1.70043 -1.07946 4.07205
C3 -1.42693 -0.63109 2.82188
S1 -1.51238 -1.74811 1.50094
N2 -1.11939 0.64128 2.72845
N3 -0.84748 1.01782 1.43198
C4 -0.80259 2.28206 1.19589
C5 -0.89637 3.33060 2.25187
C6 -0.60744 2.68391 -0.21862
C7 -0.39007 4.00565 -0.58942
C8 -0.14600 4.29685 -1.91732
C9 -0.13279 3.26647 -2.84534
C10 -0.38754 1.98452 -2.39698
N4 -0.62918 1.70092 -1.12044
H1 -4.28162 -3.29514 4.47903
H2 -4.31679 -1.54380 4.72357
H3 -4.07791 -2.20742 3.09910
H4 -2.10113 -2.58928 5.41116
H5 -1.86668 -3.11182 3.75065
H6 -1.74321 -0.34893 4.76571
H7 -1.28318 2.90854 3.17123
H8 0.11507 3.70748 2.43172
H9 -1.52449 4.16433 1.93600
H10 -0.36553 4.78248 0.16020
H11 0.05379 5.31563 -2.22327
H12 0.06699 3.44846 -3.89229
H13 -0.40068 1.14394 -3.08429
C11 -0.69874 -2.32085 -3.68059
C12 -0.89210 -1.57399 -2.40337
N5 0.00692 -1.44506 -1.48694
N6 1.22713 -2.00630 -1.70971
C13 1.92666 -2.10934 -0.59327
N7 3.17299 -2.61083 -0.73999
S2 1.35356 -1.76666 0.99497
C14 -2.18559 -0.93499 -2.08275
C15 -3.26095 -0.91766 -2.95970
C16 -4.43144 -0.28741 -2.56926
C17 -4.50315 0.29382 -1.31376
C18 -3.39104 0.22659 -0.49282
N8 -2.26597 -0.36579 -0.87405
H14 0.31467 -2.70291 -3.72989
H15 -1.40063 -3.15527 -3.74918
H16 -0.87665 -1.66846 -4.53955
H17 3.56783 -2.64894 -1.66760
H18 3.79331 -2.57857 0.04897
H19 -3.17766 -1.38900 -3.92922
H20 -5.28097 -0.25353 -3.23958
H21 -5.40248 0.78452 -0.96855
H22 -3.39056 0.64785 0.50627
O1 2.01424 2.58445 0.67939
C19 2.19763 1.65732 -0.11127
O2 1.50732 0.61452 -0.29328
C20 3.44188 1.71206 -0.99519
C21 4.33862 2.76198 -0.85737
C22 5.46604 2.78980 -1.65304
C23 5.75301 1.80686 -2.57684
C24 4.84492 0.77432 -2.67748
C25 3.69595 0.70654 -1.91697
N9 5.14212 -0.32231 -3.63600
O3 5.95910 -0.09774 -4.50422
O4 4.48048 -1.33965 -3.54596
N10 6.42544 3.91760 -1.51211
O5 6.15250 4.78275 -0.70961
O6 7.39992 3.91389 -2.23494
H23 4.13999 3.54158 -0.13591
H24 6.64282 1.84459 -3.18545
H25 2.99621 -0.11146 -2.03135

Summary:
spin multiplicity = 2
energy above the lowest of the compared OMol25 structures with the same formula, charge and spin = 1.198 eV
HOMO level (alpha / beta) = -7.57 / -7.59 eV
Kohn-Sham gap (alpha / beta) = 6.229 / 7.107 eV
DFT total energy = -109570.228 eV

---

Record 4
ORCA calculation (ωB97M-V with the def2-TZVPD basis set) on an isolated molecule of C18H19NO4.

Element x y z (Å)
C1 -5.17729 -1.42694 0.01895
C2 -4.36160 -1.11071 -1.23199
O1 -3.33900 -0.16668 -0.99211
C3 -2.20093 -0.54850 -0.35711
C4 -1.86815 -1.84017 0.01499
C5 -0.65818 -2.11264 0.63576
C6 0.23799 -1.09372 0.89768
C7 1.57314 -1.42153 1.55645
N1 2.27359 -2.44317 0.80399
C8 2.94045 -2.15634 -0.34960
O2 3.32954 -3.02147 -1.10513
C9 3.22503 -0.71192 -0.50578
C10 3.82573 -0.22287 -1.66000
C11 4.19348 1.10542 -1.74576
C12 3.98627 1.94779 -0.66267
C13 3.38856 1.47773 0.49208
C14 2.98807 0.14861 0.56917
O3 2.38925 -0.28843 1.71744
C15 -0.08917 0.21020 0.54123
C16 -1.28878 0.49871 -0.08462
O4 -1.68592 1.73022 -0.49620
C17 -0.86332 2.85292 -0.25491
C18 -0.95794 3.35848 1.18251
H1 -5.98406 -2.11003 -0.23233
H2 -4.55487 -1.88092 0.78591
H3 -5.60164 -0.51039 0.42042
H4 -3.95066 -2.02720 -1.67364
H5 -5.00123 -0.62864 -1.97659
H6 -2.54149 -2.65927 -0.17868
H7 -0.42698 -3.12948 0.91437
H8 1.40178 -1.79951 2.57445
H9 2.05132 -3.41089 0.97709
H10 4.00092 -0.91294 -2.47111
H11 4.65317 1.48450 -2.64540
H12 4.28780 2.98325 -0.71938
H13 3.22195 2.12320 1.34072
H14 0.60755 0.99974 0.76482
H15 -1.24685 3.61629 -0.93793
H16 0.17827 2.63904 -0.52787
H17 -0.36100 4.25970 1.29293
H18 -1.99300 3.58839 1.42189
H19 -0.60183 2.61021 1.88594

Summary:
spin multiplicity = 1
energy above the lowest of the compared OMol25 structures with the same formula, charge and spin = 1.422 eV
SMILES = CCOc1ccc([C@H]2NC(=O)c3ccccc3O2)cc1OCC
HOMO level = -8.08 eV
Kohn-Sham gap = 8.710 eV
DFT total energy = -28654.420 eV

---

Look up the energy above the lowest of the compared OMol25 structures with the same formula, charge and spin of the third one. 1.198 eV